Density functional theory data (wB97M-V/def2-TZVPD) for C3H4LiMgO2 as an isolated structure at a distorted geometry.

The geometry in ORCA input format:
```
! wB97M-V def2-TZVPD RIJCOSX def2/J DEFGRID3
* xyz 3 1
O 1.23 3.64 1.40
Li 1.47 0.38 1.31
C 0.15 2.88 1.05
C 0.33 2.25 -0.14
H -0.66 2.90 1.77
H 0.96 2.56 -0.98
H -0.37 1.44 -0.36
Mg 1.53 4.79 2.99
C 2.61 -1.41 2.24
O 3.20 -2.26 2.69
H 1.72 3.70 0.43
*
```

Properties
E_tot (eV): -12886.6423
LUMO (eV): -16.34
Strongest force on any atom (eV Å⁻¹): 4.590
ΔE to the lowest compared entry with this formula, charge and spin (kJ/mol): 88.9
E_HOMO (eV): -23.0080

Atom charges from the Mulliken analysis, given in e for atoms 1 to 8: atom 1 (O): -0.31, atom 2 (Li): 1.15, atom 3 (C): 0.44, atom 4 (C): -1.27, atom 5 (H): 0.32, atom 6 (H): 0.33, atom 7 (H): 0.47, atom 8 (Mg): 1.64